A 11-piece molecular cluster, C44H121N11O11 overall at a distorted geometry, computed with wB97M-V/def2-TZVPD.

Each line ends with the Mulliken charge.
Cartesian coordinates (Å):
C (-1.698, -5.380, 6.412)  -0.770
O (-0.929, -5.049, 5.305)  -0.376
C (-0.839, -3.670, 5.014)  -0.843
C (0.109, -3.324, 3.862)  0.217
C (0.183, -1.810, 3.719)  -0.163
N (-0.261, -3.962, 2.580)  -0.634
H (-1.121, -5.925, 7.171)  0.265
H (-2.562, -5.997, 6.152)  0.269
H (-2.032, -4.506, 6.987)  0.327
H (-1.843, -3.254, 4.844)  0.406
H (-0.536, -3.126, 5.920)  0.515
H (1.075, -3.777, 4.104)  0.443
H (-0.864, -1.511, 3.582)  -0.363
H (0.715, -1.545, 2.807)  -0.141
H (0.550, -1.275, 4.594)  0.192
H (-0.154, -4.939, 2.861)  0.355
H (-1.278, -3.899, 2.488)  0.228
C (-1.725, 5.497, 1.315)  -0.491
O (-2.749, 6.323, 0.852)  -0.434
C (-3.626, 5.655, -0.035)  -0.252
C (-5.007, 6.304, 0.060)  0.527
C (-6.109, 5.371, -0.387)  -1.544
N (-5.102, 7.568, -0.741)  -0.807
H (-1.055, 5.986, 2.029)  0.429
H (-0.995, 5.007, 0.662)  0.107
H (-2.159, 4.711, 1.948)  0.245
H (-3.295, 5.602, -1.076)  0.120
H (-3.785, 4.617, 0.278)  0.181
H (-5.285, 6.680, 1.049)  0.322
H (-7.091, 5.672, -0.020)  0.417
H (-5.923, 4.399, 0.082)  0.343
H (-6.171, 5.230, -1.466)  0.347
H (-5.994, 8.025, -0.580)  0.259
H (-4.437, 8.194, -0.290)  0.268
C (0.985, -3.263, -6.182)  -0.422
O (1.896, -3.778, -5.189)  -0.467
C (1.357, -3.657, -3.904)  0.307
C (2.349, -4.265, -2.889)  0.601
C (2.624, -5.749, -3.118)  -1.596
N (1.796, -3.997, -1.562)  -0.207
H (1.070, -2.176, -6.132)  0.151
H (0.005, -3.599, -5.845)  0.163
H (1.299, -3.601, -7.164)  0.331
H (1.150, -2.601, -3.676)  0.228
H (0.413, -4.190, -3.717)  -0.312
H (3.324, -3.769, -2.986)  -0.014
H (3.067, -5.870, -4.105)  0.361
H (1.777, -6.409, -2.925)  0.182
H (3.396, -6.086, -2.416)  0.500
H (2.435, -4.481, -0.942)  0.226
H (1.738, -3.001, -1.401)  0.233
C (6.514, 1.361, -3.663)  -0.715
O (5.578, 0.309, -3.574)  -0.458
C (4.775, 0.263, -2.415)  -0.102
C (5.443, -0.172, -1.121)  0.744
C (6.288, -1.461, -1.147)  -1.528
N (4.324, -0.365, -0.144)  -0.124
H (5.985, 2.310, -3.817)  0.271
H (7.225, 1.217, -4.470)  0.261
H (7.018, 1.466, -2.695)  0.290
H (4.060, 1.088, -2.329)  0.410
H (4.108, -0.568, -2.666)  -0.251
H (6.042, 0.611, -0.641)  0.305
H (7.247, -1.318, -1.644)  0.364
H (5.835, -2.243, -1.762)  0.171
H (6.297, -1.825, -0.123)  0.473
H (4.271, 0.544, 0.309)  -0.303
H (4.519, -1.038, 0.584)  0.227
C (4.034, 6.611, 2.553)  -0.614
O (4.666, 5.417, 2.157)  -0.395
C (4.047, 4.244, 2.540)  -0.592
C (4.404, 3.084, 1.613)  0.383
C (3.895, 3.259, 0.192)  -0.676
N (4.031, 1.761, 2.033)  -0.050
H (4.386, 7.497, 2.033)  0.262
H (4.162, 6.775, 3.629)  0.288
H (2.958, 6.500, 2.373)  0.239
H (4.362, 3.895, 3.537)  -0.191
H (2.957, 4.283, 2.717)  0.367
H (5.496, 3.189, 1.628)  0.396
H (4.399, 4.161, -0.169)  0.514
H (2.834, 3.513, 0.248)  0.260
H (4.174, 2.423, -0.436)  -0.326
H (4.519, 1.226, 2.744)  0.309
H (3.071, 1.678, 2.360)  -0.528
C (-1.083, 4.786, -6.017)  -1.031
O (-1.138, 3.724, -5.098)  -0.278
C (-0.863, 4.150, -3.776)  -1.114
C (-0.819, 2.944, -2.859)  1.499
C (-2.200, 2.360, -2.562)  -0.991
N (-0.298, 3.471, -1.571)  -0.547
H (-1.773, 4.734, -6.854)  0.400
H (-0.052, 5.002, -6.330)  0.307
H (-1.270, 5.740, -5.500)  0.387
H (0.033, 4.777, -3.722)  0.485
H (-1.703, 4.820, -3.525)  0.296
H (-0.222, 2.172, -3.348)  -0.263
H (-2.602, 1.926, -3.485)  0.058
H (-2.828, 3.207, -2.274)  0.190
H (-2.237, 1.579, -1.806)  0.092
H (-0.374, 2.679, -0.926)  -0.028
H (-1.016, 4.019, -1.095)  0.062
C (-2.347, -2.171, -4.590)  -0.552
O (-1.600, -1.337, -5.445)  -0.021
C (-2.352, -0.238, -5.915)  -0.362
C (-1.506, 0.731, -6.778)  0.620
C (-0.071, 0.965, -6.410)  -0.873
N (-2.266, 1.946, -7.130)  -0.786
H (-1.718, -2.985, -4.232)  -0.093
H (-3.189, -2.648, -5.103)  0.372
H (-2.704, -1.591, -3.735)  0.309
H (-3.263, -0.632, -6.370)  0.411
H (-2.693, 0.396, -5.080)  -0.043
H (-1.619, 0.220, -7.745)  0.219
H (0.317, 1.919, -6.756)  0.375
H (0.547, 0.170, -6.841)  0.260
H (0.162, 0.887, -5.344)  -0.168
H (-1.905, 2.463, -7.921)  0.353
H (-2.166, 2.633, -6.375)  0.305
C (0.468, 1.680, 1.173)  -0.318
O (-0.536, 1.120, 0.350)  0.515
C (-0.708, -0.296, 0.409)  -0.852
C (0.500, -0.993, -0.244)  1.226
C (0.826, -0.576, -1.690)  -0.595
N (0.235, -2.446, -0.286)  -0.006
H (0.281, 2.753, 1.238)  0.333
H (1.429, 1.464, 0.700)  0.200
H (0.424, 1.316, 2.206)  0.029
H (-0.996, -0.621, 1.407)  -0.397
H (-1.493, -0.509, -0.321)  0.270
H (1.405, -0.751, 0.328)  -0.356
H (1.857, -0.805, -1.971)  -0.199
H (0.846, 0.500, -1.896)  -0.204
H (0.140, -1.086, -2.367)  0.280
H (0.117, -2.763, 0.676)  -0.112
H (1.065, -2.883, -0.671)  0.075
C (-2.643, 1.182, 2.940)  0.169
O (-3.508, 1.065, 4.054)  -0.451
C (-3.675, -0.291, 4.467)  -0.326
C (-4.853, -0.337, 5.447)  0.419
C (-4.743, 0.620, 6.638)  -1.372
N (-4.956, -1.683, 6.027)  -0.640
H (-2.810, 0.537, 2.073)  0.402
H (-1.736, 0.753, 3.403)  -0.270
H (-2.417, 2.202, 2.648)  -0.039
H (-3.970, -0.834, 3.562)  0.325
H (-2.674, -0.562, 4.824)  0.055
H (-5.743, -0.132, 4.844)  0.253
H (-5.357, 0.428, 7.514)  0.422
H (-4.944, 1.617, 6.244)  0.274
H (-3.701, 0.511, 6.950)  0.325
H (-5.310, -2.361, 5.354)  0.230
H (-5.623, -1.810, 6.777)  0.232
C (-1.558, -5.872, -1.521)  -0.411
O (-2.934, -6.173, -1.629)  -0.357
C (-3.209, -7.557, -1.711)  -0.743
C (-2.851, -8.180, -3.072)  0.624
C (-3.712, -7.579, -4.159)  -1.376
N (-3.068, -9.639, -3.011)  -0.766
H (-0.871, -6.102, -2.342)  0.147
H (-1.193, -6.414, -0.641)  0.371
H (-1.371, -4.814, -1.337)  -0.001
H (-2.743, -8.109, -0.889)  0.351
H (-4.296, -7.549, -1.604)  0.325
H (-1.797, -8.016, -3.302)  0.181
H (-3.547, -8.044, -5.138)  0.390
H (-3.786, -6.493, -4.167)  0.292
H (-4.752, -7.935, -4.079)  0.344
H (-4.078, -9.784, -3.081)  0.295
H (-2.851, -10.079, -3.906)  0.274
C (0.220, 1.991, 5.420)  -0.453
O (1.364, 2.237, 6.194)  -0.474
C (2.505, 1.420, 5.965)  0.295
C (3.640, 1.795, 6.874)  0.451
C (4.290, 3.164, 6.625)  -0.689
N (4.679, 0.754, 6.803)  -0.742
H (0.505, 2.081, 4.372)  0.142
H (-0.678, 2.428, 5.859)  0.443
H (-0.164, 0.979, 5.664)  0.223
H (2.209, 0.370, 6.064)  0.148
H (2.741, 1.587, 4.905)  -0.399
H (3.256, 1.853, 7.902)  0.301
H (5.280, 3.316, 7.047)  0.457
H (3.624, 3.935, 7.023)  0.313
H (4.317, 3.414, 5.563)  -0.130
H (4.293, 0.049, 7.429)  0.270
H (5.546, 1.050, 7.230)  0.244

Computed properties:
* maximum force: 4.027 eV/Å
* frontier orbital gap: 9.1 eV